P | Entry from OMol25: 5 unconnected molecules or ions with the total composition C2H16N2O4 (wB97M-V/def2-TZVPD).

Summary:
SMILES string = NCCN.O.O.O.O
E_HOMO = -9.56 eV
Total charge = 0
LUMO = 0.26 eV
Gap between HOMO and LUMO = 9.8 eV

```
24
C2H16N2O4, DFT wB97M-V/def2-TZVPD
N -0.034 1.099 0.399
C -1.471 0.980 0.108
C -1.780 0.028 -1.066
N -1.239 0.630 -2.268
H 0.406 1.911 -0.007
H 0.550 0.311 0.178
H -1.768 1.974 -0.211
H -1.953 0.651 1.026
H -1.336 -0.955 -0.937
H -2.873 -0.021 -1.073
H -1.220 0.123 -3.137
H -1.517 1.582 -2.448
O 1.440 1.285 -2.758
H 0.732 0.992 -2.206
H 2.133 0.642 -2.692
O 2.509 -1.273 1.009
H 3.122 -0.533 0.964
H 2.351 -1.175 1.915
O 0.168 -2.819 1.196
H -0.410 -2.082 1.389
H 0.849 -2.566 0.570
O 0.334 -0.202 3.720
H -0.097 0.082 2.912
H 1.102 -0.664 3.415
```

---

Q | Entry from OMol25: 5 unconnected molecules or ions with the total composition C2H16N2O4 (wB97M-V/def2-TZVPD).

Summary:
SMILES string = CNCN.O.O.O.O
E_HOMO = -9.53 eV
Total charge = 0
LUMO = 0.64 eV
Gap between HOMO and LUMO = 10.2 eV

```
24
C2H16N2O4, DFT wB97M-V/def2-TZVPD
C 0.177 -0.527 0.635
N 0.366 0.959 0.594
C -0.573 1.642 -0.265
N -0.197 1.672 -1.661
H 0.635 -0.877 1.554
H -0.866 -0.809 0.682
H 0.573 -0.986 -0.266
H 0.278 1.192 1.570
H -0.679 2.661 0.092
H -1.611 1.307 -0.172
H 0.807 1.600 -1.771
H -0.588 0.891 -2.175
O 2.884 0.612 -0.707
H 2.255 1.138 -0.148
H 3.624 1.227 -0.795
O 3.301 -0.579 1.883
H 3.787 -1.413 1.927
H 3.049 -0.477 0.944
O -3.045 -1.962 1.038
H -3.082 -2.045 0.076
H -2.859 -2.822 1.420
O -2.791 -1.115 -1.668
H -1.944 -0.698 -1.497
H -3.502 -0.592 -1.290
```

---

The relative energies come out as P 7.3; Q 0.0, with values in kcal/mol.